P:
Here is a cluster of 2 separate species, C4H14N3 in total from the OMol25 dataset. Energies are from ωB97M-V/def2-TZVPD.

Properties
gap between HOMO and LUMO	11.288	eV
E_HOMO	-14.46	eV

```
! wB97M-V def2-TZVPD RIJCOSX def2/J DEFGRID3
* xyz 1 1
C 0.36 -1.78 -1.90
C 0.66 -0.63 -2.80
H 0.64 -1.56 -0.85
H -0.71 -1.87 -1.79
H 0.80 -2.68 -2.37
H 0.37 0.27 -2.22
H 0.16 -0.67 -3.75
H 1.69 -0.55 -3.20
C -1.94 0.86 2.03
C 0.28 0.60 1.17
N -1.08 0.55 0.92
N 0.69 0.64 2.41
N 1.20 0.63 0.08
H -1.45 0.16 0.02
H -0.01 0.57 3.15
H 1.68 1.00 2.58
H 1.02 1.28 -0.66
H 2.08 0.23 0.33
H -1.71 1.88 2.44
H -1.87 0.12 2.79
H -2.87 0.95 1.63
*
```

Mulliken atomic charges, in units of e: -0.6630, -0.7560, 0.1485, 0.2176, 0.3229, 0.0882, 0.3534, 0.2848, -1.1950, 0.5223, -0.1115, -0.3519, -0.3790, 0.3168, 0.2445, 0.2895, 0.2830, 0.2266, 0.3950, 0.3973, 0.3660

=====

Q:
Here is a cluster of 2 separate species, C4H14N3 in total from the OMol25 dataset. Energies are from ωB97M-V/def2-TZVPD.

Properties
gap between HOMO and LUMO	11.244	eV
E_HOMO	-14.13	eV

```
! wB97M-V def2-TZVPD RIJCOSX def2/J DEFGRID3
* xyz 1 1
C 0.95 -0.79 -1.83
C -1.74 -0.79 0.92
C -0.74 2.00 0.09
C 0.04 -0.20 -0.75
N 1.46 -0.60 1.16
N -0.91 -0.94 -0.26
N 0.10 1.14 -0.73
H 0.95 -1.88 -1.68
H 1.93 -0.29 -1.84
H 0.38 -0.69 -2.87
H -1.58 -1.59 1.65
H -1.52 0.07 1.48
H -2.76 -0.94 0.72
H -0.93 2.94 -0.52
H -1.76 1.55 0.28
H -0.34 2.27 1.00
H 1.25 -1.56 1.58
H 2.29 -0.82 0.49
H -0.78 -1.98 -0.50
H 1.78 0.14 1.87
H 0.83 1.72 -1.13
*
```

Mulliken atomic charges, in units of e: -1.4130, -1.1546, -1.0890, 0.8764, -0.7364, -0.1269, -0.1333, 0.4159, 0.4333, 0.3271, 0.3181, 0.4543, 0.3620, 0.3234, 0.4002, 0.3793, 0.2631, 0.2868, 0.2920, 0.2429, 0.2786

=====

R:
Here is a cluster of 3 separate species, C4H14N3 in total from the OMol25 dataset. Energies are from ωB97M-V/def2-TZVPD.

Properties
gap between HOMO and LUMO (alpha / beta)	7.627 / 6.479	eV
E_HOMO (alpha / beta)	-12.93 / -12.49	eV

```
! wB97M-V def2-TZVPD RIJCOSX def2/J DEFGRID3
* xyz 1 1
C -2.25 -2.01 -1.78
C 1.03 1.51 -1.14
C -2.05 -1.82 -0.34
C 0.02 0.39 -0.98
N 2.01 1.69 2.71
N 0.01 -0.33 0.07
N 0.82 -0.21 1.09
H -2.44 -1.04 -2.32
H -1.41 -2.54 -2.30
H -3.05 -2.63 -2.07
H 1.97 1.07 -0.74
H 1.08 1.96 -2.12
H 0.73 2.36 -0.44
H -2.78 -1.24 0.26
H -1.73 -2.75 0.09
H -0.79 0.25 -1.80
H 1.67 2.72 2.61
H 1.69 1.18 3.55
H 1.23 0.69 1.32
H 2.96 1.79 2.94
H 1.27 -1.04 1.38
*
```

Mulliken atomic charges, in units of e: -0.9839, -1.1634, -0.0511, 0.5486, -0.8775, -0.0182, -0.4571, 0.3422, 0.3204, 0.3992, 0.3511, 0.3306, 0.2710, 0.2931, 0.2906, 0.0215, 0.2714, 0.2484, 0.4154, 0.2377, 0.2101

=====

Stability verdict: P, ahead by 10.6 kcal/mol

=====

P:
Here is a cluster of 2 separate species, C4H14N3 in total from the OMol25 dataset. Energies are from ωB97M-V/def2-TZVPD.

Properties
gap between HOMO and LUMO	10.258	eV
E_HOMO	-13.03	eV

```
! wB97M-V def2-TZVPD RIJCOSX def2/J DEFGRID3
* xyz 1 1
C 1.77 -1.73 0.19
C -2.01 0.18 1.63
C -2.71 -0.14 -0.66
C 1.65 0.65 -0.82
N 1.16 1.97 -0.44
N 1.30 -0.32 0.34
N -1.80 -0.11 0.45
H 2.83 -2.10 0.05
H 1.47 -2.16 1.15
H 1.22 -2.11 -0.72
H -1.07 0.33 2.30
H 1.52 0.06 1.22
H -2.97 0.05 2.17
H -3.69 0.11 -0.32
H -2.43 0.73 -1.27
H -2.70 -1.16 -1.05
H 2.68 0.68 -1.32
H 0.97 0.36 -1.67
H 1.89 2.62 -0.38
H 0.67 2.39 -1.22
H 0.25 -0.30 0.34
*
```

Mulliken atomic charges, in units of e: -0.7587, -0.2863, -0.9448, -0.4072, -0.5676, 0.0113, -0.2593, 0.3176, 0.3585, 0.3076, 0.1340, 0.3960, 0.2886, 0.3726, 0.2834, 0.2966, 0.3812, 0.3270, 0.2468, 0.2526, 0.2501

=====

Q:
Here is the ion C4H14N3 with charge +1 from the OMol25 dataset. Energies are from ωB97M-V/def2-TZVPD.

Properties
gap between HOMO and LUMO	11.063	eV
SMILES string	CN(CN)[NH+](C)C
E_HOMO	-13.77	eV

```
! wB97M-V def2-TZVPD RIJCOSX def2/J DEFGRID3
* xyz 1 1
C -1.57 1.11 0.20
N -0.36 0.31 0.48
C 0.76 1.27 0.87
N 1.86 0.37 1.18
N 0.11 -0.68 -0.38
C 0.05 -0.31 -1.81
C -0.46 -1.97 -0.05
H -2.26 0.38 -0.41
H -1.96 1.34 1.17
H -1.64 2.12 -0.19
H 0.99 1.93 0.01
H 0.36 1.75 1.70
H 2.92 0.59 1.19
H 1.79 -0.11 2.17
H 1.16 -0.73 -0.04
H -0.93 0.04 -2.03
H 0.64 0.62 -1.89
H 0.38 -1.27 -2.21
H -0.35 -2.15 1.09
H -1.56 -1.91 -0.36
H 0.07 -2.71 -0.66
*
```

Mulliken atomic charges, in units of e: -1.0169, -0.2837, -0.5503, -0.6249, -0.0175, -0.6675, -0.7347, 0.3549, 0.3743, 0.3565, 0.3925, 0.3539, 0.2567, 0.2757, 0.5569, 0.3178, 0.2952, 0.3645, 0.2906, 0.3195, 0.3864

=====

Stability verdict: P, ahead by 15.1 kcal/mol

=====

P:
Here is a structure of composition C3H3Br2N from the OMol25 dataset. Energies are from ωB97M-V/def2-TZVPD.

Properties
gap between HOMO and LUMO	9.902	eV
E_HOMO	-10.00	eV

```
! wB97M-V def2-TZVPD RIJCOSX def2/J DEFGRID3
* xyz 0 1
C 1.68 0.23 -4.00
C 0.38 -0.21 0.31
C 1.66 -0.17 0.05
N 0.69 0.48 -3.46
Br 2.73 -1.66 0.50
Br 2.68 1.56 0.09
H -0.32 0.20 -3.17
H -0.35 0.55 -0.04
H -0.13 -1.10 0.17
*
```

Mulliken atomic charges, in units of e: -0.1278, -0.6935, 0.2059, -0.1818, -0.0607, -0.0992, 0.3173, 0.2908, 0.3489

=====

Q:
Here is a cluster of 2 separate species, C3H3Br2N in total from the OMol25 dataset. Energies are from ωB97M-V/def2-TZVPD.

Properties
gap between HOMO and LUMO (alpha / beta)	6.994 / 6.993	eV
E_HOMO (alpha / beta)	-8.09 / -8.09	eV

```
! wB97M-V def2-TZVPD RIJCOSX def2/J DEFGRID3
* xyz 0 1
C -1.13 1.48 1.19
C 1.18 -1.12 0.88
C -1.51 -0.01 -0.64
N -1.19 0.96 0.12
Br 1.81 -2.34 -0.29
Br -2.03 -1.63 0.23
H -0.13 1.95 1.40
H 1.58 -1.33 1.82
H -1.74 0.10 -1.62
*
```

Mulliken atomic charges, in units of e: -0.2223, -0.2933, -0.3159, -0.0198, 0.0465, -0.1276, 0.2241, 0.2253, 0.4829

=====

Stability verdict: P, ahead by 91.9 kcal/mol